# C37H44N2O2P

2 unconnected molecules or ions with the total composition C37H44N2O2P (ωB97M-V with the def2-TZVPD basis set, the Open Molecules 2025 dataset).

The geometry in XYZ format:
```
86
Properties=species:S:1:pos:R:3
C 9.06 8.74 2.36
O 9.19 7.56 3.18
C 8.29 6.55 3.09
C 8.48 5.48 4.01
C 7.63 4.40 3.99
C 6.56 4.32 3.06
C 5.67 3.16 3.00
C 6.19 1.86 3.20
C 5.53 0.75 3.74
C 6.19 0.02 4.81
C 5.51 -0.93 5.62
C 6.16 -1.55 6.69
C 7.49 -1.23 7.02
C 8.15 -0.24 6.27
C 7.52 0.35 5.19
C 4.25 3.36 2.87
C 3.63 4.52 3.41
C 2.26 4.64 3.42
C 1.46 3.54 3.04
O 0.12 3.64 3.27
C -0.69 2.44 3.45
C 2.06 2.40 2.46
C 3.43 2.37 2.29
C 6.34 5.42 2.20
C 7.21 6.51 2.17
H 9.94 9.33 2.59
H 9.05 8.48 1.29
H 8.15 9.30 2.62
H 9.34 5.55 4.69
H 7.74 3.60 4.73
H 7.27 1.78 3.05
H 4.48 0.55 3.56
H 4.46 -1.16 5.41
H 5.63 -2.29 7.29
H 8.00 -1.70 7.85
H 9.16 0.08 6.54
H 8.07 1.14 4.65
H 4.24 5.31 3.85
H 1.77 5.56 3.75
H -1.61 2.84 3.89
H -0.93 1.97 2.48
H -0.23 1.71 4.13
H 1.44 1.53 2.19
H 3.88 1.54 1.73
H 5.50 5.40 1.51
H 7.06 7.32 1.45
C 2.55 1.88 -1.51
C 1.88 0.54 -1.22
C 0.67 0.73 -0.32
C 1.36 -0.06 -2.53
N 2.89 -0.35 -0.55
P 2.66 -1.10 0.96
H 3.82 -0.59 1.85
N 3.38 -2.54 0.43
C 2.87 -3.88 0.86
C 2.21 -4.61 -0.31
C 1.85 -3.67 1.98
C 4.02 -4.73 1.39
C 4.08 -2.35 -0.78
C 3.84 -1.07 -1.32
C 4.30 -0.75 -2.60
C 4.93 -1.73 -3.37
C 5.15 -3.00 -2.84
C 4.75 -3.31 -1.53
H 3.42 1.75 -2.16
H 1.83 2.54 -2.01
H 2.89 2.34 -0.58
H 0.24 -0.22 0.00
H 0.93 1.33 0.56
H -0.11 1.28 -0.87
H 0.98 -1.08 -2.37
H 0.50 0.54 -2.87
H 2.09 -0.04 -3.33
H 2.93 -4.92 -1.07
H 1.72 -5.52 0.06
H 1.42 -3.99 -0.76
H 2.31 -3.15 2.83
H 0.98 -3.11 1.62
H 1.49 -4.66 2.31
H 4.47 -4.24 2.27
H 3.62 -5.71 1.67
H 4.81 -4.87 0.64
H 4.11 0.23 -3.04
H 5.23 -1.51 -4.40
H 5.62 -3.77 -3.46
H 4.92 -4.31 -1.15
```

Computed properties:
E_tot, hartree: -2037.346290
Total charge: +1
2S+1: 1
Kohn-Sham gap, eV: 4.41